# H42O21

21 unconnected molecules or ions with the total composition H42O21 in a non-equilibrium geometry (the ωB97M-V functional and the def2-TZVPD basis, the Open Molecules 2025 dataset).

Output
Gap between HOMO and LUMO = 9.78 eV
DFT total energy = -1605.2449 Eh
HOMO = -10.40 eV
Relative energy (zero: lowest compared OMol25 entry of this formula, charge and spin) = 112.4 kcal/mol
Max |F| = 1.2 eV/A

ORCA input file:
```
! RIJCOSX wB97M-V def2-TZVPD def2/J DEFGRID3
* xyz 0 1
O 2.7497 -3.4981 2.9142
H 2.7882 -2.5537 3.0651
H 1.8970 -3.7618 3.2599
O -1.8115 -2.9653 -0.7203
H -1.1344 -2.3136 -0.5387
H -2.5348 -2.7280 -0.1400
O 4.4202 3.2283 -0.0951
H 4.5397 4.1342 -0.3801
H 3.5015 3.0366 -0.2838
O 0.8100 0.3291 2.3057
H 0.4051 1.1708 2.0962
H 0.3163 0.0064 3.0596
O 2.3185 1.1726 -0.3012
H 2.5661 0.2627 -0.4655
H 2.0044 1.1763 0.6030
O 3.3579 -0.7253 2.5146
H 3.7183 -0.5383 3.3814
H 2.5397 -0.2295 2.4827
O -2.6951 -3.5252 2.9970
H -3.0623 -3.2714 2.1503
H -1.8783 -3.9744 2.7794
O 2.5138 4.1276 2.4506
H 2.9606 3.4026 2.0134
H 3.1580 4.8355 2.4603
O 3.2138 -1.5622 -0.1953
H 3.7855 -1.2873 0.5215
H 2.9850 -2.4678 0.0139
O -1.5909 1.3901 -3.0671
H -1.1623 1.9426 -2.4134
H -1.3674 1.7934 -3.9059
O 0.1216 2.7078 1.0601
H 0.1509 3.5212 1.5639
H -0.5238 2.8742 0.3731
O -4.2728 1.0411 -1.9402
H -3.4209 1.2853 -2.3020
H -4.2060 1.2483 -1.0081
O -0.7823 -4.1082 -3.1055
H -0.9791 -3.6172 -2.3078
H 0.0502 -3.7473 -3.4103
O 0.4271 2.6093 -1.9682
H 0.8091 3.4375 -1.6774
H 1.1067 1.9578 -1.7952
O -3.9756 -3.7676 -2.4452
H -3.3868 -3.0178 -2.5305
H -3.5659 -4.4555 -2.9697
O -2.4196 3.5135 0.6895
H -2.7004 2.6171 0.8736
H -3.0036 3.8093 -0.0088
O -4.0116 1.2961 1.2967
H -4.7795 1.7925 1.0137
H -4.3721 0.5334 1.7490
O 5.5674 0.8698 -0.4745
H 5.2647 1.7333 -0.1938
H 4.9619 0.6183 -1.1720
O -0.3798 -0.7249 -0.5317
H -1.1004 -0.1694 -0.8291
H 0.1903 -0.1349 -0.0386
O 1.3034 -0.6010 -3.4996
H 1.1992 -0.7210 -2.5557
H 1.1401 -1.4679 -3.8711
O -4.2804 -2.5899 0.9060
H -5.0350 -3.1437 1.1065
H -4.4091 -1.8063 1.4404
*
```

---

# C32H41N5OSV

A molecular structure, C32H41N5OSV in a non-equilibrium geometry (the ωB97M-V functional and the def2-TZVPD basis, the Open Molecules 2025 dataset).

Output
Gap between HOMO and LUMO (spin up / spin down) = 7.36 / 7.91 eV
DFT total energy = -2934.7293 Eh
HOMO (spin up / spin down) = -13.62 / -13.62 eV
Max |F| = 4.3 eV/A

ORCA input file:
```
! RIJCOSX wB97M-V def2-TZVPD def2/J DEFGRID3
* xyz 2 2
V -0.3766 0.7755 0.4309
C 0.3790 2.9272 0.9860
C -0.4509 2.5172 2.0720
C -1.7487 2.2389 1.5337
C -1.7321 2.5507 0.1487
C -0.4047 2.9843 -0.1854
C 0.0137 3.7171 -1.4168
C -2.9798 2.6780 -0.6586
C -2.9886 2.1383 2.3579
C -0.2397 2.7990 3.5206
C 1.7605 3.4800 1.0970
H 0.2360 4.7500 -1.1385
H -0.7662 3.7410 -2.1730
H 0.9202 3.3038 -1.8614
H -3.7399 3.2123 -0.0856
H -3.3918 1.6997 -0.9105
H -2.8053 3.2403 -1.5706
H -3.3011 3.1510 2.6298
H -2.8229 1.6016 3.2889
H -3.8054 1.6805 1.8048
H -0.9623 3.5644 3.8141
H 0.7515 3.1911 3.7291
H -0.4209 1.9340 4.1548
H 1.7101 4.5682 1.1849
H 2.3489 3.2452 0.2084
H 2.2747 3.1064 1.9779
N 2.8591 -0.7838 -2.3577
C 3.2969 -1.7428 -1.4824
C 4.4164 -2.5624 -1.4936
C 4.5217 -3.4862 -0.4762
C 3.5328 -3.5948 0.5063
C 2.4371 -2.7607 0.5377
C 2.3221 -1.7902 -0.4590
N 1.3530 -0.8387 -0.7154
C 1.6947 -0.2917 -1.8696
C 0.7916 0.5134 -2.6466
C 0.9383 0.8918 -3.9591
S -0.5185 1.5473 -4.5580
C -1.2284 1.2686 -3.0157
N -0.4451 0.7587 -2.1247
H 3.3100 -0.5145 -3.2154
H 5.1663 -2.4806 -2.2645
H 5.3725 -4.1485 -0.4420
H 3.6354 -4.3499 1.2690
H 1.6922 -2.8747 1.3076
H 1.7941 0.7972 -4.5945
H -2.2552 1.5092 -2.8354
C -3.2833 -1.3485 1.7431
C -2.1325 -1.5454 0.8011
O -1.3914 -0.5906 0.4888
N -1.9072 -2.7985 0.4047
C -1.0253 -3.1484 -0.6854
C -1.6669 -2.7893 -2.0122
C -1.4277 -3.5250 -3.1659
C -2.0381 -3.1116 -4.3413
C -2.8433 -1.9811 -4.3187
C -3.0174 -1.3263 -3.1110
N -2.4435 -1.7161 -1.9839
H -3.1124 -0.4773 2.3701
H -3.4184 -2.2269 2.3689
H -4.2024 -1.1975 1.1763
H -2.6137 -3.4860 0.6302
H -0.8026 -4.2145 -0.6334
H -0.0990 -2.5698 -0.5855
H -0.7946 -4.3986 -3.1388
H -1.8898 -3.6671 -5.2543
H -3.3413 -1.6267 -5.2056
H -3.6535 -0.4562 -3.0335
C 2.0221 -0.5964 4.0802
C 1.7403 0.3184 2.8739
C 2.9277 0.2820 1.9115
C 0.4380 -0.1229 2.2489
H 2.9593 -0.3001 4.5414
H 2.1096 -1.6387 3.7780
H 1.2325 -0.5160 4.8249
H 1.6525 1.3322 3.2615
H 3.2584 -0.7394 1.7487
H 3.7666 0.8377 2.3242
H 2.6604 0.7264 0.9496
H -0.3642 -0.0932 2.9910
H 0.5566 -1.1508 1.9025
*
```

---

# HNO5S

2 unconnected molecules or ions with the total composition HNO5S in a non-equilibrium geometry (the ωB97M-V functional and the def2-TZVPD basis, the Open Molecules 2025 dataset).

Output
Gap between HOMO and LUMO = 7.13 eV
DFT total energy = -829.6422 Eh
HOMO = -0.23 eV
Relative energy (zero: lowest compared OMol25 entry of this formula, charge and spin) = 15.7 kcal/mol
Max |F| = 3.6 eV/A

ORCA input file:
```
! RIJCOSX wB97M-V def2-TZVPD def2/J DEFGRID3
* xyz -2 1
N 1.8906 0.3588 -2.8351
O 1.9976 1.1387 -3.8479
O 1.4769 1.3372 2.3332
O -0.1595 0.3293 0.5576
O 1.9353 -0.7731 1.4089
O 1.4862 0.7949 -1.7030
S 1.5817 0.5763 1.0057
H -0.0324 -0.0759 -0.3680
*
```

---

# C27H21Cl2GdN6O

A molecular structure, C27H21Cl2GdN6O in a non-equilibrium geometry (the ωB97M-V functional and the def2-TZVPD basis, the Open Molecules 2025 dataset).

Output
Gap between HOMO and LUMO (spin up / spin down) = 4.13 / 3.54 eV
DFT total energy = -3131.1356 Eh
HOMO (spin up / spin down) = -4.63 / -6.00 eV
Max |F| = 5.5 eV/A

ORCA input file:
```
! RIJCOSX wB97M-V def2-TZVPD def2/J DEFGRID3
* xyz 0 8
Gd 0.1229 0.9125 -0.5920
C 0.2270 2.5796 3.6377
C 0.5317 2.1656 2.3113
N -0.0953 1.1458 1.7897
C -1.0292 0.3573 2.4634
C -1.3771 0.7957 3.7290
C -0.7341 1.9210 4.2953
C -2.2520 0.0264 4.4673
C -2.8348 -1.0410 3.8467
C -2.3848 -1.5263 2.5576
C -1.4447 -0.8044 1.8408
N -0.9395 -1.0436 0.5607
C -0.7070 -2.3545 0.0822
C -1.0448 -3.5554 0.7150
C -0.6342 -4.7948 0.1786
C 0.0498 -4.8929 -1.0065
C 0.2893 -3.6994 -1.7364
C 0.9478 -3.7168 -3.0405
C 1.0039 -2.5575 -3.7224
C 0.6369 -1.3594 -3.0619
N 0.2075 -1.2627 -1.8329
C -0.0385 -2.4600 -1.1979
H 0.7639 3.4415 4.0199
H 1.3966 2.5646 1.7301
H -1.1792 2.1130 5.2982
H -2.6010 0.3087 5.3974
H -3.6408 -1.6127 4.2726
H -2.7457 -2.4487 2.2140
H -1.4655 -3.6564 1.6752
H -0.9543 -5.6826 0.7174
H 0.2516 -5.8674 -1.4082
H 1.2186 -4.6091 -3.4925
H 1.3789 -2.5738 -4.7628
H 0.9037 -0.4145 -3.6241
O -2.8025 0.1206 -1.0316
H -3.2314 -0.5145 -1.6317
H -2.2252 -0.4831 -0.4237
Cl 4.8152 -0.3061 0.3241
C 4.2734 0.2467 -1.2863
C 5.2051 0.2661 -2.2658
C 4.9121 0.7939 -3.5664
C 3.6334 1.2987 -3.8303
C 2.7948 1.3377 -2.7647
Cl 1.2371 2.0287 -3.0919
C 3.0402 0.9447 -1.4307
N 2.1984 1.1774 -0.4218
H 6.1630 -0.1090 -1.9592
H 5.5977 0.8904 -4.3953
H 3.4289 1.8099 -4.7928
N -2.6895 2.7431 0.0335
C -3.2595 3.7147 0.7324
C -2.2910 4.6317 0.9815
C -1.1965 4.2534 0.1915
N -1.4333 3.0617 -0.3234
H -3.1232 1.9062 -0.3280
H -4.2137 3.6312 1.1881
H -2.4592 5.5086 1.5753
H -0.2022 4.6497 0.1953
*
```

---

# C35H42N5O5

A gas-phase ion, C35H42N5O5 (charge +1) (the ωB97M-V functional and the def2-TZVPD basis, the Open Molecules 2025 dataset).

Output
SMILES string = CC(C)[C@@]1(NC(=O)[C@@H]2C[C@@H]3c4cccc5[nH]cc(c45)C[C@H]3[N@@H+](C)C2)O[C@@]2(O)[C@@H]3CCCN3C(=O)[C@H](Cc3ccccc3)N2C1=O
Gap between HOMO and LUMO = 8.16 eV
DFT total energy = -2008.8236 Eh
HOMO = -10.29 eV
Max |F| = 0.9 eV/A

ORCA input file:
```
! RIJCOSX wB97M-V def2-TZVPD def2/J DEFGRID3
* xyz 1 1
C -0.7858 -4.0025 -0.7951
H -0.8553 -4.8268 -1.4993
H -1.2160 -3.1195 -1.2620
H -1.3844 -4.2717 0.0731
C 0.6855 -3.7684 -0.4486
C 1.5315 -3.7892 -1.7208
H 1.4361 -4.7558 -2.2073
H 1.1972 -3.0208 -2.4155
H 2.5797 -3.6308 -1.4820
H 1.0464 -4.5592 0.2185
C 0.9151 -2.4387 0.3053
N 0.0205 -2.3924 1.4612
C -0.2870 -1.2596 2.0994
O 0.4444 -0.2733 2.0960
C -1.6338 -1.2145 2.8180
H -1.6223 -1.9690 3.6096
C -1.8179 0.1638 3.4463
N -1.6823 1.2349 2.4234
C -2.1625 2.5058 2.9849
H -1.8572 3.3417 2.3611
H -3.2472 2.4918 3.0737
H -1.7329 2.6445 3.9760
C -2.2583 0.8464 1.0737
H -1.4663 0.3314 0.5203
C -2.6034 2.0919 0.2422
C -3.0677 1.6055 -1.0913
C -3.0620 2.0888 -2.3653
N -3.7183 1.2091 -3.1892
C -4.1649 0.1441 -2.4613
C -4.8834 -1.0061 -2.7676
C -5.1594 -1.8714 -1.7279
C -4.7246 -1.6490 -0.4144
C -3.9991 -0.5195 -0.0991
C -3.7547 0.3704 -1.1355
C -3.3903 -0.1848 1.2507
C -2.8115 -1.4795 1.8611
H -3.6025 -2.0030 2.3977
H -2.4869 -2.1178 1.0388
H -4.1693 0.2299 1.9013
H -4.9720 -2.3808 0.3394
H -5.7251 -2.7676 -1.9312
H -5.2165 -1.2195 -3.7710
H -3.8575 1.3442 -4.1763
H -2.6427 2.9961 -2.7542
H -1.7251 2.7318 0.1398
H -3.4142 2.6629 0.7023
H -0.6640 1.3132 2.2467
H -2.8093 0.2267 3.8984
H -1.0652 0.3365 4.2188
H -0.5450 -3.2136 1.6130
O 2.2766 -2.3061 0.6385
C 2.7899 -1.0530 0.2275
N 1.7485 -0.5003 -0.6418
C 0.6143 -1.2031 -0.5676
O -0.4775 -0.9372 -1.0232
C 2.0759 0.4879 -1.6639
C 3.4675 1.0987 -1.4111
O 3.7075 2.2644 -1.6292
N 4.3924 0.2004 -1.0332
C 4.0815 -1.1475 -0.6024
C 5.3160 -1.5921 0.1822
H 5.4835 -2.6632 0.1054
H 5.1814 -1.3248 1.2295
C 6.4368 -0.7575 -0.4382
H 7.2945 -0.6621 0.2219
C 5.7567 0.5811 -0.6983
H 6.1899 1.1466 -1.5239
H 5.7526 1.2130 0.1952
H 6.7636 -1.2040 -1.3776
H 3.8943 -1.7959 -1.4696
H 2.1573 -0.0620 -2.6164
C 1.0088 1.5751 -1.8656
C 0.9811 2.6772 -0.8433
C 0.9787 2.4093 0.5188
C 0.9139 3.4356 1.4475
C 0.8339 4.7511 1.0247
C 0.8302 5.0295 -0.3318
C 0.9057 4.0024 -1.2553
H 0.9232 4.2334 -2.3094
H 0.7827 6.0531 -0.6704
H 0.7906 5.5533 1.7460
H 0.9544 3.2106 2.5057
H 1.0603 1.3898 0.8534
H 0.0305 1.0873 -1.9052
H 1.2040 2.0205 -2.8418
O 3.0460 -0.2456 1.3001
H 2.2401 -0.1726 1.8466
*
```

---

# C12H14Cl3MnN5OS2

A molecular structure, C12H14Cl3MnN5OS2 (the ωB97M-V functional and the def2-TZVPD basis, the Open Molecules 2025 dataset).

Output
Gap between HOMO and LUMO (spin up / spin down) = 6.31 / 7.35 eV
DFT total energy = -4142.6320 Eh
HOMO (spin up / spin down) = -10.77 / -10.91 eV
Relative energy (zero: lowest compared OMol25 entry of this formula, charge and spin) = 0.0 kcal/mol
Max |F| = 0.5 eV/A

ORCA input file:
```
! RIJCOSX wB97M-V def2-TZVPD def2/J DEFGRID3
* xyz 1 5
Mn 0.1943 0.5055 -0.4636
Cl 4.7126 -1.2147 0.3533
C 3.5161 -0.7907 1.5090
C 3.7976 -0.9330 2.8819
C 2.8640 -0.6285 3.8300
Cl 3.2387 -0.8233 5.5032
C 1.5804 -0.1583 3.4527
C 0.5274 0.1504 4.3322
C -0.6761 0.5709 3.8256
C -0.8378 0.7074 2.4432
N 0.1347 0.4429 1.5888
C 1.3324 -0.0064 2.0757
C 2.2952 -0.3199 1.0866
O 1.9432 -0.1459 -0.1786
H 4.7730 -1.2959 3.1754
H 0.6760 0.0477 5.3986
H -1.5053 0.8036 4.4774
H -1.7785 1.0365 2.0228
N -1.1109 -3.6775 -2.0258
C -0.4730 -2.6403 -1.4846
N 0.8485 -2.5974 -1.5636
S -1.4122 -1.4434 -0.6853
H -0.6186 -4.4594 -2.4256
H -2.1097 -3.7373 -1.9362
H 1.3567 -3.2843 -2.0977
H 1.3747 -1.8042 -1.2101
Cl 0.5910 0.7473 -2.6166
C -2.9136 1.5069 -3.8757
N -2.5127 1.5156 -2.4781
C -1.8912 2.5207 -1.8979
N -1.7513 3.6775 -2.5258
S -1.2800 2.3728 -0.2822
H -3.4129 0.5665 -4.0858
H -2.0417 1.5976 -4.5269
H -3.6211 2.3117 -4.0793
H -2.4868 0.6362 -1.9810
H -2.0852 3.8285 -3.4635
H -1.2381 4.4142 -2.0723
*
```